Here is C30H31MoN6O7S3 as an isolated structure from OMol25. Energies are from wB97M-V/def2-TZVPD.

Output
Energy above the lowest of the compared OMol25 structures with the same formula, charge and spin in kJ/mol: 39.8
Total charge: +1
DFT total energy in eV: -89241.824
Multiplicity: 3
HOMO-LUMO gap (spin up / spin down) in eV: 7.24 / 6.94
LUMO energy (spin up / spin down) in eV: -3.51 / -3.85

CARTESIAN COORDINATES (ANGSTROEM)
Mo (0.01590, 0.57078, -0.28929)
C (3.50603, 0.00486, 2.38933)
C (2.60763, -0.12493, 1.20337)
N (1.36762, 0.26220, 1.29049)
N (0.97792, 0.71808, 2.54604)
C (0.12934, 1.68278, 2.54061)
S (-0.49015, 2.45365, 1.08057)
S (-0.39799, 2.35695, 4.08434)
C (1.23877, 2.89684, 4.75528)
C (1.76779, 4.13642, 4.09707)
C (2.48583, 4.06621, 2.90706)
C (2.95685, 5.21969, 2.29706)
C (2.71716, 6.45943, 2.87316)
C (2.00262, 6.53927, 4.06027)
C (1.53050, 5.38416, 4.66603)
C (3.11905, -0.64046, -0.06554)
C (4.16803, -1.57139, -0.07396)
C (4.69050, -2.05055, -1.25302)
C (4.20513, -1.56745, -2.46774)
C (3.18822, -0.63589, -2.48868)
C (2.61480, -0.18751, -1.30011)
O (1.57542, 0.66410, -1.35866)
H (3.54418, 1.05172, 2.69017)
H (4.51382, -0.33114, 2.17277)
H (3.09419, -0.54602, 3.23598)
H (1.90423, 2.04314, 4.65039)
H (1.03163, 3.06552, 5.81025)
H (2.69063, 3.10307, 2.45303)
H (3.51823, 5.15294, 1.37298)
H (3.09419, 7.35904, 2.40345)
H (1.81379, 7.50255, 4.51777)
H (0.97473, 5.44866, 5.59513)
H (4.54427, -1.95037, 0.86815)
H (5.47746, -2.79282, -1.23691)
H (4.62712, -1.92211, -3.39946)
H (2.80640, -0.23839, -3.42197)
O (-2.06182, -2.36630, 1.52962)
C (-1.52695, -1.69716, 0.69982)
O (-1.23830, -0.40826, 0.79214)
C (-1.10938, -2.19766, -0.65562)
C (-1.46235, -3.42304, -1.17017)
C (-1.12148, -3.70777, -2.48372)
C (-0.44086, -2.75228, -3.22347)
C (-0.11067, -1.54967, -2.63072)
N (-0.43516, -1.28032, -1.36015)
H (-2.00178, -4.11564, -0.53821)
H (-1.39285, -4.65351, -2.93554)
H (-0.16389, -2.93108, -4.25344)
H (0.39493, -0.76929, -3.18153)
C (-0.70865, 0.25330, -8.51601)
C (-1.90887, 0.03256, -7.59872)
S (-1.64614, 0.92114, -6.06017)
O (-0.92764, 2.13811, -6.33456)
O (-1.09992, 0.00314, -5.07876)
C (-3.29312, 1.36322, -5.48360)
C (-3.30442, 2.50876, -4.45818)
N (-2.21240, 2.47540, -3.47233)
C (-2.06142, 1.51042, -2.55151)
N (-0.88213, 1.62386, -1.94550)
C (-0.24520, 2.71099, -2.49362)
C (-1.05107, 3.23752, -3.43529)
N (-0.77857, 4.43468, -4.19198)
O (-1.69418, 4.95517, -4.80364)
O (0.36130, 4.83884, -4.13867)
C (-3.09380, 0.49532, -2.21530)
H (-0.86792, -0.26106, -9.46223)
H (0.20438, -0.12822, -8.05827)
H (-0.56793, 1.31383, -8.71245)
H (-2.02929, -1.01105, -7.31093)
H (-2.83454, 0.40914, -8.03777)
H (-3.69852, 0.44063, -5.06467)
H (-3.87245, 1.66267, -6.35687)
H (-4.24395, 2.45984, -3.91266)
H (-3.24337, 3.46495, -4.95497)
H (0.73102, 3.04086, -2.19091)
H (-4.09842, 0.89986, -2.33245)
H (-2.96519, 0.19277, -1.17923)
H (-2.99209, -0.38881, -2.85148)

Forces on atoms 1 to 2 (eV/Å):
0.06 1.72 0.31
0.05 -0.15 0.06

***

Here is C29H23CrN6O6 as an isolated structure from OMol25. Energies are from wB97M-V/def2-TZVPD.

Output
DFT total energy in eV: -80096.140
Multiplicity: 4
HOMO-LUMO gap (spin up / spin down) in eV: 6.20 / 5.95
LUMO energy (spin up / spin down) in eV: -1.72 / -1.97

CARTESIAN COORDINATES (ANGSTROEM)
Cr (-0.41710, 1.27333, -0.24100)
O (6.28545, 0.83478, 0.96743)
C (5.80195, 0.82679, -0.17562)
O (6.31049, 0.82798, -1.30749)
C (4.26919, 1.05586, -0.19269)
C (3.58357, 1.12928, -1.40249)
C (2.21064, 1.22506, -1.38391)
N (1.55468, 1.25116, -0.21994)
C (2.18754, 1.23699, 0.95663)
C (3.56038, 1.14057, 1.00219)
C (1.25617, 1.31640, 2.11902)
C (1.67906, 1.39757, 3.43014)
C (0.72595, 1.49220, 4.43343)
C (-0.61774, 1.50017, 4.10433)
C (-0.97262, 1.40854, 2.77041)
N (-0.05711, 1.31613, 1.80546)
C (1.29978, 1.28863, -2.56491)
C (1.74414, 1.35898, -3.86869)
C (0.80711, 1.43408, -4.88902)
C (-0.54169, 1.43357, -4.58308)
C (-0.91880, 1.35439, -3.25422)
N (-0.01900, 1.28248, -2.27348)
H (4.17600, 1.07781, -2.30728)
H (4.13604, 1.09767, 1.91823)
H (2.73561, 1.40096, 3.65764)
H (1.03668, 1.56786, 5.46725)
H (-1.38707, 1.58548, 4.85818)
H (-2.00749, 1.42095, 2.45288)
H (2.80443, 1.36727, -4.07795)
H (1.13472, 1.49981, -5.91831)
H (-1.29851, 1.50114, -5.35111)
H (-1.95871, 1.35943, -2.95435)
O (-7.38073, 1.40736, -0.23842)
C (-6.64953, 2.41235, -0.17160)
O (-6.89629, 3.62677, -0.23393)
C (-5.14396, 2.08318, -0.20569)
C (-4.71651, 0.75648, -0.22930)
C (-3.37225, 0.47448, -0.24973)
N (-2.44896, 1.45248, -0.24633)
C (-2.84477, 2.74234, -0.22738)
C (-4.17601, 3.08631, -0.20735)
C (-1.70790, 3.74051, -0.22817)
O (-1.89944, 4.92406, -0.19829)
O (-0.50438, 3.17209, -0.25369)
H (-5.47390, -0.01662, -0.22863)
H (-2.99541, -0.53962, -0.27163)
H (-4.47846, 4.12506, -0.19044)
N (-0.41851, -0.75574, -0.22092)
C (-0.19143, -1.88274, -0.08844)
N (0.10373, -3.13741, 0.04733)
C (1.32492, -3.67432, -0.61633)
C (1.51173, -5.11501, -0.17693)
C (1.51816, -5.23017, 1.34646)
C (0.24535, -4.62797, 1.99074)
C (-0.67925, -4.01038, 0.95446)
H (2.17954, -3.06930, -0.30703)
H (1.20988, -3.58942, -1.69631)
H (2.45508, -5.46878, -0.59264)
H (0.72806, -5.74024, -0.61107)
H (2.40063, -4.71286, 1.72781)
H (1.62800, -6.27539, 1.63158)
H (0.51809, -3.86286, 2.71860)
H (-0.31980, -5.38688, 2.53293)
H (-1.45539, -3.40234, 1.41462)
H (-1.17405, -4.76870, 0.34803)

Forces on atoms 1 to 2 (eV/Å):
-0.52 0.81 0.03
-0.08 -0.47 -0.06